Here is the molecule C14H18N2O3 from the Open Molecules 2025 dataset. Energies are from ωB97M-V/def2-TZVPD.

Each atom is followed by the atoms it is bonded to, with distances in Å.
Positions of all 37 atoms, in Å:
1 C 1.72 -3.26 0.16  C2 1.495, H20 1.089, H21 1.089, H22 1.087
2 C 0.30 -2.89 -0.13  C1 1.495, C3 1.388, C19 1.388
3 C -0.43 -3.47 -1.15  C2 1.388, C4 1.383, H23 1.080
4 C -1.74 -3.10 -1.38  C3 1.383, C5 1.389, H24 1.081
5 C -2.37 -2.12 -0.62  C4 1.389, C6 1.501, C7 1.397
6 C -3.82 -1.79 -0.86  C5 1.501, H25 1.092, H26 1.088, H27 1.088
7 C -1.62 -1.50 0.38  C5 1.397, O8 1.390, C19 1.391
8 O -2.15 -0.50 1.19  C7 1.390, C9 1.409
9 C -2.47 0.73 0.58  O8 1.409, C10 1.528, H28 1.097, H29 1.094
10 C -1.30 1.70 0.41  C9 1.528, O11 1.219, N12 1.345
11 O -1.43 2.91 0.46  C10 1.219
12 N -0.12 1.12 0.11  C10 1.345, N13 1.393, H30 1.018
13 N 1.01 1.92 -0.02  N12 1.393, C14 1.354, H31 1.012
14 C 2.24 1.36 0.04  N13 1.354, O15 1.220, C16 1.485
15 O 2.37 0.15 0.10  C14 1.220
16 C 3.39 2.30 -0.02  C14 1.485, C17 1.507, C18 1.508, H32 1.083
17 C 3.32 3.58 -0.82  C16 1.507, C18 1.489, H33 1.079, H34 1.079
18 C 3.35 3.64 0.67  C16 1.508, C17 1.489, H35 1.079, H36 1.080
19 C -0.32 -1.91 0.64  C2 1.388, C7 1.391, H37 1.081
20 H 2.34 -2.36 0.14  C1 1.089
21 H 1.80 -3.70 1.15  C1 1.089
22 H 2.09 -3.97 -0.58  C1 1.087
23 H 0.03 -4.23 -1.78  C3 1.080
24 H -2.31 -3.59 -2.16  C4 1.081
25 H -3.93 -1.07 -1.67  C6 1.092
26 H -4.36 -2.69 -1.16  C6 1.088
27 H -4.28 -1.39 0.04  C6 1.088
28 H -2.93 0.59 -0.41  C9 1.097
29 H -3.20 1.22 1.23  C9 1.094
30 H 0.08 0.13 0.15  N12 1.018
31 H 0.80 2.91 0.06  N13 1.012
32 H 4.33 1.76 -0.01  C16 1.083
33 H 2.41 3.81 -1.34  C17 1.079
34 H 4.21 3.87 -1.36  C17 1.079
35 H 4.25 3.97 1.16  C18 1.079
36 H 2.45 3.92 1.20  C18 1.080
37 H 0.21 -1.47 1.47  C19 1.081

Output
SMILES   Cc1ccc(C)c(OCC(=O)NNC(=O)C2CC2)c1
ΔE to the lowest compared entry with this formula, charge and spin   53.5 kcal/mol
Kohn-Sham gap   9.62 eV
LUMO energy   0.0308 hartree
HOMO   -8.8 eV

Atomic partial charges in e from the Mulliken method, atoms 1 to 5:
1 C -1.27
2 C 0.90
3 C -0.85
4 C -0.58
5 C 0.81